No. 1
Below is a single C21H20N2O4 molecule, with properties calculated with ωB97M-V with the def2-TZVPD basis set.

Cartesian coordinates (Å):
O -4.5585 -1.5565 1.0494
O 3.9300 0.3344 0.7758
O -7.2322 -1.2867 0.4740
O 1.9780 2.7948 -0.9107
N -4.0829 0.3351 -0.1502
N 1.4471 0.9377 0.3229
C 4.9609 -0.4223 0.2239
C 4.6316 -1.4844 -0.6208
C 5.6584 -2.2558 -1.1453
C -2.6974 0.4540 -0.0119
C -0.7060 1.7144 -0.5405
C -8.4333 -0.9162 0.0365
C 3.7442 1.6146 0.1981
C 6.6236 0.9928 1.4751
C 6.9789 -1.9779 -0.8428
C -4.9144 -0.6207 0.3652
C -2.0699 1.5319 -0.6351
C 0.0639 0.8114 0.1875
C -1.9259 -0.4490 0.7153
C -0.5617 -0.2668 0.8098
C 2.2839 1.8559 -0.2077
C 6.2875 -0.1374 0.5495
C -8.3457 0.2111 -0.7284
C -6.3311 -0.4026 0.0010
C 7.2881 -0.9283 0.0013
C 3.1980 -1.7792 -0.9458
C -6.9778 0.5495 -0.7543
H -2.6598 2.2386 -1.2020
H 7.5885 0.8227 1.9462
H 1.9082 0.2214 0.8749
H 4.0108 2.3944 0.9252
H 6.6751 1.9345 0.9273
H 2.6523 -2.0469 -0.0418
H 5.8635 1.0887 2.2477
H 0.0294 -0.9712 1.3773
H -9.2727 -1.5180 0.3251
H 4.3698 1.7526 -0.6891
H 8.3186 -0.7166 0.2461
H -0.2303 2.5502 -1.0253
H 5.4172 -3.0796 -1.8008
H -4.5096 1.0633 -0.7038
H 2.7144 -0.9074 -1.3850
H 3.1290 -2.6053 -1.6483
H -2.3994 -1.2851 1.2007
H 7.7677 -2.5844 -1.2616
H -6.5520 1.3875 -1.2693
H -9.1482 0.7314 -1.2093

Output
- HOMO-LUMO gap (eV) = 8.55
- SMILES = Cc1cccc(C)c1OCC(=O)Nc1ccc(NC(=O)c2ccco2)cc1
- total charge = 0
- highest occupied orbital energy (Ha) = -0.29201
- energy relative to the best compared isomer or geometry (same formula, charge and spin) (kJ/mol) = 145.25
- max |F| (eV Å⁻¹) = 0.990
- lowest unoccupied orbital energy (eV) = 0.604

Results of the Mulliken charge analysis, in e, for atoms 1 through 5:
1 O -0.6818
2 O -0.6773
3 O -0.2839
4 O -0.6845
5 N -0.0376


No. 2
Below is a molecular structure, C21H20N2RhS2Si at a distorted geometry, with properties calculated with ωB97M-V with the def2-TZVPD basis set.

Cartesian coordinates (Å):
Rh -0.0331 0.7000 -0.8743
S -1.3044 -1.1467 -0.0951
S -0.3352 5.1858 -0.9549
Si -0.6025 -4.2974 1.1555
N 1.2256 -0.6724 0.0426
N -0.3190 2.7195 -0.2216
C -0.2203 3.4881 -1.2889
C 0.3654 -5.7495 1.9178
C 2.9626 -2.0993 0.7699
C 0.3145 -1.6527 0.2884
C 0.0700 1.5538 -2.7939
C -0.7944 5.1491 3.0722
C -0.4830 3.4283 0.9330
C -0.7483 3.7690 3.2753
C -0.0104 2.9568 -2.6134
C 0.4451 1.9025 -5.1463
C -1.4178 -4.7836 -0.4970
C 0.6753 -2.9050 0.7893
C 0.3668 3.2789 -4.9666
C -0.5932 2.8995 2.2180
C -0.6772 5.6928 1.8075
C 2.5173 -0.8877 0.2743
C -1.8748 -3.5853 2.3819
C 0.1351 3.8077 -3.7150
C 2.0327 -3.1011 1.0253
C -0.5209 4.8231 0.7399
C 0.2820 1.0455 -4.0650
H 0.6358 1.4930 -6.1271
H -0.9239 5.8038 3.9184
H -2.4213 -2.7523 1.9504
H -0.5530 1.8277 2.3517
H 0.4838 3.9374 -5.8136
H 1.1121 -6.1540 1.2409
H 0.0650 4.8775 -3.5673
H 0.3375 -0.0232 -4.2302
H -1.9572 -3.9511 -0.9386
H 0.8662 -5.4771 2.8421
H -0.8339 3.3782 4.2771
H 4.0141 -2.2528 0.9548
H -0.3149 -6.5607 2.1553
H -2.6010 -4.3440 2.6546
H 2.3689 -4.0437 1.4237
H -2.1315 -5.5861 -0.3386
H -1.4066 -3.2408 3.2994
H -0.7033 6.7579 1.6489
H 3.1967 -0.0725 0.0624
H -0.6912 -5.1366 -1.2229

Output
- HOMO-LUMO gap (spin up / spin down) (eV) = 6.44 / 6.64
- total charge = +1
- highest occupied orbital energy (spin up / spin down) (Ha) = -0.42048 / -0.42124
- max |F| (eV Å⁻¹) = 2.477
- lowest unoccupied orbital energy (spin up / spin down) (eV) = -5.002 / -4.820

Results of the Mulliken charge analysis, in e, for atoms 1 through 5:
1 Rh -0.4637
2 S -0.1824
3 S -0.2855
4 Si 0.1694
5 N -0.2125


No. 3
Below is a molecular structure, C21H20N3NiO2PS3, with properties calculated with ωB97M-V with the def2-TZVPD basis set.

Cartesian coordinates (Å):
Ni -0.1600 -1.5053 -1.0514
S -0.5175 -3.4445 -2.0536
S -2.3325 -1.5644 -1.1047
S -3.4134 -4.2756 -1.8829
P -0.0211 0.5261 -0.3029
O 0.3955 -3.6829 1.2722
O 2.2136 -2.9398 -0.4491
N -1.8355 -3.8303 1.5988
N 1.7562 -1.7060 -0.8221
N -0.7065 -5.5403 0.5267
C 3.6064 1.1234 -2.0951
C -3.0957 2.5152 -2.0484
C 0.9278 0.7497 4.1780
C 2.6981 -0.8796 -1.0511
C -0.3517 -0.1099 2.3375
C -2.8536 3.4528 0.1532
C 1.3775 1.2913 -1.1871
C 1.4219 1.4714 1.9374
C -3.4949 3.4231 -1.0754
C 0.4010 0.6625 1.4526
C -2.0561 1.6379 -1.7922
C 1.6843 1.5112 3.3009
C -1.3986 1.6735 -0.5624
C 2.5215 0.5247 -1.4607
C 3.5572 2.4510 -2.4919
C 1.3445 2.6244 -1.5766
C -0.0939 -0.0596 3.6964
C -2.1907 -3.1937 -1.7131
C -0.6584 -4.3133 1.1172
C -1.8039 2.5808 0.4110
C 2.4228 3.2031 -2.2337
H -3.6048 2.4803 -3.0024
H -1.1406 -0.7467 1.9509
H -1.8121 -2.8418 1.7843
H -2.6868 -4.1487 1.1597
H -1.7632 0.9101 -2.5397
H -4.3152 4.1008 -1.2732
H 2.4836 2.1375 3.6751
H 3.7139 -1.2468 -0.9314
H -3.1685 4.1541 0.9146
H 4.4956 0.5348 -2.2856
H -0.6786 -0.6614 4.3795
H 0.1169 -5.7525 -0.0126
H -1.3027 2.6097 1.3698
H 2.3746 4.2410 -2.5355
H 2.0149 2.0699 1.2571
H 1.1378 0.7793 5.2392
H 4.4050 2.8947 -2.9964
H 0.4630 3.2176 -1.3686
H -1.5693 -5.7821 0.0581
H 1.4922 -3.3265 0.1297

Output
- HOMO-LUMO gap (eV) = 7.17
- total charge = 0
- highest occupied orbital energy (Ha) = -0.28412
- energy relative to the best compared isomer or geometry (same formula, charge and spin) (kJ/mol) = 0.00
- max |F| (eV Å⁻¹) = 0.172
- lowest unoccupied orbital energy (eV) = -0.558

Results of the Mulliken charge analysis, in e, for atoms 1 through 5:
1 Ni -0.2427
2 S -0.3908
3 S -0.2331
4 S -0.2404
5 P 2.2671


No. 4
Below is a molecular structure, C21H20N4O9PS2Ti at a distorted geometry, with properties calculated with ωB97M-V with the def2-TZVPD basis set.

Cartesian coordinates (Å):
Ti 0.1450 -0.5157 -0.8718
S 0.7337 1.8609 0.2355
S 0.4302 0.9605 3.5207
P -0.3367 1.8069 1.9327
O -1.7985 1.2549 1.5601
O -2.4128 -2.8786 1.2476
O -0.6046 0.6274 -2.3706
O 0.0866 -2.0744 -1.9173
O -1.0246 -1.3111 0.4905
O -0.7385 3.3526 2.2568
O -1.2257 0.5855 -4.5318
O -5.5611 -4.0784 -2.6402
O -5.4585 -2.6718 -4.2738
N -1.9065 -2.2844 0.2671
N 2.0859 -0.1288 -1.8599
N -5.0044 -3.1650 -3.2452
N 1.7119 -1.3177 0.4453
C -2.5940 0.4607 2.4528
C -2.1325 -2.5293 -1.0257
C -1.2537 -1.8611 -1.9518
C 2.9861 -0.8372 0.2121
C 4.5333 0.8772 -2.7239
C 4.0044 -1.0497 1.1755
C -3.7647 -2.6333 -2.7286
C 0.1600 4.4237 1.9994
C 3.7459 -1.7836 2.2960
C 1.4951 -2.0446 1.5508
C -3.3173 1.3248 3.4667
C 2.2289 0.3712 -3.0915
C -1.8822 -1.1875 -3.0407
C -1.2098 0.1150 -3.4077
C 2.4615 -2.3306 2.4850
C 1.3739 4.4151 2.9092
C 3.1864 -0.1869 -1.0287
C 3.4143 0.8649 -3.5854
C -3.1212 -1.5607 -3.4427
C 4.4223 0.3560 -1.4679
C -3.3349 -3.0921 -1.5169
H -2.6008 1.7899 4.1437
H 5.2709 0.3662 -0.7983
H -3.6498 -1.0300 -4.2203
H 1.9974 3.5433 2.7113
H 2.2094 -2.9091 3.3621
H -0.4301 5.3295 2.1544
H 5.4745 1.3028 -3.0541
H 4.9848 -0.6210 1.0214
H 1.3320 0.3884 -3.6975
H -3.8867 2.1097 2.9637
H 0.4676 4.3864 0.9513
H -1.9637 -0.2841 2.9358
H 4.5222 -1.9350 3.0378
H -3.9188 -3.7939 -0.9402
H 0.4782 -2.3873 1.6859
H -3.2980 -0.0631 1.8063
H 1.0702 4.3804 3.9564
H 1.9641 5.3195 2.7355
H 3.4601 1.2619 -4.5895
H -4.0070 0.7107 4.0525

Output
- HOMO-LUMO gap (spin up / spin down) (eV) = 4.34 / 5.52
- 2S+1 = 2
- total charge = -2
- highest occupied orbital energy (spin up / spin down) (Ha) = -0.00529 / -0.04921
- energy relative to the best compared isomer or geometry (same formula, charge and spin) (kJ/mol) = 0.00
- max |F| (eV Å⁻¹) = 1.498
- lowest unoccupied orbital energy (spin up / spin down) (eV) = 4.194 / 4.180

Results of the Mulliken charge analysis, in e, for atoms 1 through 5:
1 Ti -0.4496
2 S -0.3925
3 S -0.4935
4 P 0.7321
5 O -0.4150


No. 5
Below is a single C21H20O2 molecule at a distorted geometry, with properties calculated with ωB97M-V with the def2-TZVPD basis set.

Cartesian coordinates (Å):
O -0.2698 0.9458 1.5737
O -3.4907 1.4056 -0.0922
C 5.6500 0.1840 0.2036
C 3.6701 -1.0783 -1.2510
C -6.0213 -1.7740 -0.4763
C 2.3766 -1.6070 0.8469
C -4.7910 -1.9111 0.1298
C -3.9766 -0.7856 0.2259
C 5.7477 0.1181 -1.1761
C -0.7918 2.4221 -0.2980
C -2.4505 0.8050 0.5497
C 3.5555 -1.0084 0.1316
C 1.4020 1.3173 -0.1343
C 0.4326 2.2642 -0.7699
C 1.5235 -0.5765 1.5949
C -4.4260 0.4449 -0.2930
C -6.4505 -0.5475 -0.9854
C 0.6354 0.2845 0.6960
C 4.5648 -0.3781 0.8503
C -2.6828 -0.5130 0.7684
C -5.6612 0.5831 -0.9037
C 4.7568 -0.5194 -1.9017
C -1.2770 1.6778 0.9184
H -7.4218 -0.4818 -1.4520
H 2.0868 1.8722 0.5142
H 4.8291 -0.5818 -2.9779
H -2.0308 -1.2019 1.2642
H -1.5148 3.0803 -0.7532
H -4.4634 -2.8612 0.5235
H 6.4245 0.6720 0.7773
H 2.9005 -1.5763 -1.8251
H 0.8588 -1.0983 2.2863
H 0.0641 -0.3614 0.0091
H 2.1583 0.0828 2.1876
H -1.6261 2.4113 1.6623
H 1.9989 0.8211 -0.8994
H 2.7486 -2.3285 1.5798
H 0.7754 2.8180 -1.6321
H 6.5948 0.5568 -1.6823
H 4.5016 -0.3325 1.9281
H -6.6725 -2.6315 -0.5611
H 1.7482 -2.1479 0.1362
H -5.9857 1.5349 -1.2930

Output
- HOMO-LUMO gap (eV) = 9.08
- SMILES = C1=C[C@@H](c2cc3ccccc3o2)O[C@H](CCc2ccccc2)C1
- total charge = 0
- highest occupied orbital energy (Ha) = -0.30256
- energy relative to the best compared isomer or geometry (same formula, charge and spin) (kJ/mol) = 0.00
- max |F| (eV Å⁻¹) = 1.095
- lowest unoccupied orbital energy (eV) = 0.844

Results of the Mulliken charge analysis, in e, for atoms 1 through 5:
1 O -0.4540
2 O -0.4311
3 C -0.6586
4 C -0.2838
5 C -0.5594


No. 6
Below is a molecular structure, C21H21BN8O2Y at a distorted geometry, with properties calculated with ωB97M-V with the def2-TZVPD basis set.

Cartesian coordinates (Å):
Y -0.8957 0.0627 -0.8702
O -1.5927 -1.8787 -1.0449
O -0.5756 -3.5902 -2.0886
N -3.0417 2.0976 -1.1196
N 0.1990 0.3436 2.5955
N 0.5624 -1.4789 0.4977
N -0.1720 2.0675 0.1193
N -2.3430 1.4172 -2.0728
N 0.6629 -1.5128 -4.7114
N -1.3218 2.5416 0.6956
N 0.3127 -0.3312 -2.9022
C -2.7826 1.8617 -3.2535
C 3.5904 -2.1955 2.5096
C -1.0420 3.6133 1.4334
C 1.3707 -0.4814 2.5411
C 1.5295 -1.3949 1.4651
C 0.3167 3.8808 1.3464
C 1.6623 -0.2985 -3.2069
C 2.6697 -3.3035 0.4954
C -0.9064 0.2453 3.3204
C -0.6122 -2.7242 -1.2487
C -3.7639 2.8269 -3.0789
C 2.6221 -2.2885 1.4792
C -3.8933 2.9418 -1.7044
C 1.8907 -1.0276 -4.3268
C -0.2503 -1.0808 -3.8357
C 0.5951 -2.5080 -0.3257
C 1.6418 -3.4468 -0.3894
C 0.8093 2.8922 0.5094
C 2.3018 -0.4442 3.5403
C -0.9949 -0.9734 4.1880
C 3.4328 -1.2896 3.5140
B -2.6998 1.8576 0.3819
H -0.2527 -1.7642 4.0680
H 4.1574 -1.2267 4.3134
H -4.3091 3.3613 -3.8342
H 0.4748 -2.1291 -5.4854
H 0.8568 4.6768 1.8223
H 4.4315 -2.8742 2.5003
H 1.5830 -4.2398 -1.1186
H -1.8263 4.1115 1.9760
H -2.5512 0.6464 0.5239
H -1.2917 -1.3561 -3.8817
H 2.1506 0.2372 4.3661
H -0.9770 -0.6235 5.2243
H -4.5361 3.5601 -1.1017
H -1.9959 -1.3952 4.0703
H 3.5037 -3.9937 0.4906
H -2.3700 1.4641 -4.1659
H 2.3678 0.2518 -2.6096
H 1.8210 2.7210 0.1794
H -3.5521 2.2601 1.1053
H 0.2459 1.1483 1.9829
H 2.7871 -1.2373 -4.8786

Output
- HOMO-LUMO gap (eV) = 6.93
- total charge = +1
- highest occupied orbital energy (Ha) = -0.38220
- energy relative to the best compared isomer or geometry (same formula, charge and spin) (kJ/mol) = 294.15
- max |F| (eV Å⁻¹) = 1.073
- lowest unoccupied orbital energy (eV) = -3.465

Results of the Mulliken charge analysis, in e, for atoms 1 through 5:
1 Y 1.6409
2 O -0.7235
3 O -0.6373
4 N -0.0591
5 N 0.5081